C4H5NS2 | the ωB97M-V functional and the def2-TZVPD basis

Properties
Orbital gap (eV): 8.6
SMILES string: CC(=S)SCC#N
ΔE to the lowest compared entry with this formula, charge and spin (kJ/mol): 205.4
Highest occupied orbital energy (eV): -9.14
Largest force on an atom (eV/A): 6.60

Geometry as ORCA input:
```
! RIJCOSX wB97M-V def2-TZVPD def2/J DEFGRID3
* xyz 0 1
S -1.00780 1.54486 -0.24065
S -0.00350 -1.30838 -0.18544
N 3.20113 0.52611 0.90687
C 1.38125 -0.36867 -0.71033
C -1.29561 -0.01731 -0.06541
C 2.24738 0.23973 0.23948
C -2.54996 -0.56029 0.64901
H 2.08574 -1.11433 -1.22465
H 1.39694 0.29542 -1.69958
H -2.72640 -1.50063 0.15840
H -2.28560 -0.98867 1.72618
H -3.39599 0.08108 0.83251
*
```

Results of the Löwdin charge analysis, in e, for atoms 1 through 5:
1 S 0.72
2 S 0.89
3 N 0.14
4 C -0.63
5 C -1.10

=====

C4H5NS2 | the ωB97M-V functional and the def2-TZVPD basis

Properties
Orbital gap (eV): 8.5
ΔE to the lowest compared entry with this formula, charge and spin (kJ/mol): 369.6
Highest occupied orbital energy (eV): -8.40
Largest force on an atom (eV/A): 4.45

Geometry as ORCA input:
```
! RIJCOSX wB97M-V def2-TZVPD def2/J DEFGRID3
* xyz 0 1
S 2.08160 -0.57099 0.50255
S -0.60254 2.73249 -0.80847
N 0.94014 1.75935 -0.43089
C -0.64531 -0.08553 0.07551
C -0.48139 -1.51606 0.41312
C 0.76525 0.55664 0.07965
C 0.78894 -1.85245 0.81608
H -1.18746 0.34470 0.97134
H -1.28670 -2.30688 0.26053
H -1.28786 0.29212 -0.63498
H 0.80369 -2.98011 0.86931
H 0.11163 3.62672 -2.11374
*
```

Results of the Löwdin charge analysis, in e, for atoms 1 through 5:
1 S 0.93
2 S 0.54
3 N -0.34
4 C -0.26
5 C -0.20

=====

Which of these has the lowest orbital gap?
number 2